Entry 1:
13
Properties=species:S:1:pos:R:3:nbo_charge:R:1 method="wB97M-V/def2-TZVPD" multiplicity=1 total_energy_ha=-340.568724 molar_mass_g_mol=98.10 homo_lumo_gap_ev=9.8577
H 2.217 -0.914 0.539 0.26
N 1.725 1.883 -0.787 -0.30
C -1.717 0.255 -0.290 0.38
C 1.530 0.919 -0.179 0.27
O -1.131 -0.675 0.458 -0.51
C 0.143 -1.160 0.003 -0.05
N -2.441 0.487 -1.233 -0.51
H 1.086 -0.083 1.612 0.26
C 1.295 -0.323 0.564 -0.54
H -1.243 1.465 0.429 -0.07
H 0.208 -2.175 0.396 0.21
H -1.830 1.514 -0.422 0.40
H 0.157 -1.194 -1.090 0.21

***

Entry 2:
20
Properties=species:S:1:pos:R:3:nbo_charge:R:1 method="wB97M-V/def2-TZVPD" multiplicity=1 total_energy_ha=-382.418372 molar_mass_g_mol=116.16 homo_lumo_gap_ev=8.8829
C 2.285 0.648 0.428 -0.05
C -1.717 -1.741 -0.478 0.01
H -3.179 -2.801 -1.364 0.37
H 2.791 -0.298 0.255 0.18
O 3.194 1.558 -0.118 -0.75
H -0.193 2.067 1.144 0.37
C 0.811 0.699 -0.097 -0.07
H -0.150 2.522 -0.427 0.37
H 2.906 2.446 -0.355 0.48
N 0.355 2.026 0.294 -0.87
H 0.211 -0.471 1.650 0.20
C -1.254 -0.611 0.072 -0.31
H -1.149 -2.662 -0.533 0.19
H 0.725 -1.432 0.341 0.21
C 0.162 -0.522 0.575 -0.43
H -3.730 -1.261 -0.981 0.38
N -3.051 -1.970 -0.813 -0.82
H 2.117 0.934 1.500 0.15
H 0.730 0.589 -1.175 0.19
H -1.864 0.281 0.082 0.19

***

Entry 3:
52
Properties=species:S:1:pos:R:3:nbo_charge:R:1 method="wB97M-V/def2-TZVPD" multiplicity=1 total_energy_ha=-1561.697450 molar_mass_g_mol=440.41 homo_lumo_gap_ev=8.4619
C -1.424 -1.494 1.888 -0.07
O -1.631 3.440 -1.221 -0.32
O -1.214 1.111 -4.024 -0.53
C -2.400 -0.810 2.584 -0.19
C 0.655 2.722 -0.675 0.66
O 1.905 -0.476 -2.993 -0.54
H 0.702 1.668 -3.400 0.19
H 1.952 0.101 3.729 0.22
H 3.295 1.756 0.006 0.24
C 1.217 1.974 0.475 -0.14
C 0.431 1.054 2.566 -0.21
C -2.747 -1.296 3.843 -0.19
C 0.509 -0.461 -3.241 -0.10
H -3.507 -0.785 4.414 0.22
O 1.221 3.186 -1.631 -0.55
C 2.752 0.868 1.904 -0.20
C -1.604 3.066 -2.595 -0.11
H 3.751 0.520 2.120 0.22
C 2.509 1.557 0.718 -0.17
H -0.051 -0.540 -2.304 0.19
C 1.734 0.628 2.813 -0.20
C 0.183 -3.139 1.439 0.66
H 1.919 -0.766 -0.457 0.19
H -0.652 3.363 -3.048 0.20
H -2.860 0.073 2.168 0.26
H -2.399 3.679 -3.021 0.20
H 2.017 -2.540 -2.904 0.18
C 0.175 0.868 -3.931 -0.09
H 2.733 -2.359 -0.354 0.19
C -1.087 2.218 0.797 0.68
H -0.668 -3.982 4.078 0.23
H 0.535 0.848 -4.962 0.19
O -1.029 -0.321 -0.212 -0.58
H -0.360 0.875 3.276 0.24
O 0.952 -4.057 1.510 -0.52
C 0.185 1.715 1.380 -0.05
H -2.912 1.373 -3.000 0.19
C -1.147 -3.106 3.669 -0.16
C -2.133 -2.420 4.374 -0.19
C -0.842 -1.231 0.557 0.66
N -0.707 2.787 -0.417 -0.21
C -0.805 -2.631 2.421 -0.14
H -1.523 0.994 -1.972 0.20
H 3.466 -1.589 -2.459 0.20
C -1.849 1.566 -2.846 -0.10
H 0.228 -1.309 -3.880 0.16
C 1.989 -1.766 -0.901 -0.10
O 0.724 -2.425 -0.846 -0.34
N 0.056 -2.269 0.351 -0.20
C 2.378 -1.643 -2.381 -0.08
H -2.424 -2.771 5.352 0.22
O -2.201 2.175 1.242 -0.54

***

Across the entries above, relative energy (zero: lowest compared OMol25 entry of this formula, charge and spin) takes the values 141.9, 52.8, 68.4 kcal per mole, respectively.